1.
Formula: C53H59BaClF3NO6S3Si4Te
Source: OMol25
Level of theory: wB97M-V/def2-TZVPD

Last column: Löwdin charge in e.
Positions of all 132 atoms, in Å:
Ba1 0.231 -0.337 -0.369  1.554
S1 3.713 -3.343 -3.078  0.926
C1 3.242 -4.271 -1.718  -0.460
C2 2.361 -3.588 -0.931  -0.256
C3 2.017 -2.267 -1.374  -0.278
C4 2.697 -2.016 -2.542  -0.564
C5 2.493 -0.864 -3.418  -0.307
C6 3.221 -0.700 -4.610  -0.058
C7 2.927 0.345 -5.460  -0.092
C8 1.909 1.227 -5.123  -0.077
C9 1.269 1.025 -3.911  -0.170
N1 1.557 0.038 -3.070  0.054
H1 3.622 -5.272 -1.575  0.042
H2 1.930 -4.009 -0.029  0.051
H3 3.996 -1.411 -4.864  0.072
H4 3.480 0.464 -6.385  0.096
H5 1.618 2.049 -5.762  0.098
H6 0.458 1.679 -3.605  0.096
C10 -5.606 -0.158 -1.273  -0.049
C11 -4.521 0.660 -0.633  -0.265
C12 -4.238 0.539 0.721  -0.022
C13 -3.223 1.282 1.310  -0.069
C14 -2.485 2.150 0.524  -0.396
C15 -2.718 2.265 -0.843  -0.083
C16 -3.745 1.526 -1.403  -0.043
S2 -1.205 3.076 1.368  0.984
O1 -1.632 3.247 2.781  -0.465
C17 -1.424 4.653 0.534  -0.287
C18 -2.715 5.167 0.267  -0.040
C19 -2.859 6.376 -0.338  -0.016
C20 -1.718 7.121 -0.735  -0.155
C21 -1.844 8.353 -1.422  -0.042
C22 -0.740 9.052 -1.817  -0.095
C23 0.549 8.547 -1.544  -0.083
C24 0.698 7.367 -0.871  -0.010
C25 -0.431 6.625 -0.441  -0.110
C26 -0.298 5.375 0.243  -0.164
C27 1.061 4.987 0.736  -0.136
C28 1.530 5.696 1.898  -0.086
C29 0.727 6.653 2.569  0.001
C30 1.193 7.316 3.669  -0.076
C31 2.487 7.059 4.165  -0.090
C32 3.271 6.121 3.557  -0.039
C33 2.807 5.412 2.424  -0.149
C34 3.593 4.389 1.833  -0.005
C35 3.128 3.697 0.762  -0.060
C36 1.871 4.025 0.200  -0.290
S3 1.369 3.036 -1.208  0.975
O2 0.178 3.687 -1.817  -0.464
C37 2.729 3.355 -2.315  -0.377
C38 2.664 4.429 -3.184  -0.051
C39 3.682 4.597 -4.110  -0.039
C40 4.747 3.705 -4.179  -0.276
C41 5.814 3.854 -5.227  -0.055
C42 4.785 2.633 -3.291  -0.032
C43 3.776 2.446 -2.362  -0.075
H7 -5.917 -0.970 -0.616  0.076
H8 -5.242 -0.596 -2.201  0.068
H9 -6.484 0.454 -1.498  0.074
H10 -4.785 -0.176 1.324  0.114
H11 -2.989 1.178 2.360  0.112
H12 -2.089 2.893 -1.464  0.103
H13 -3.905 1.575 -2.472  0.116
H14 -3.574 4.575 0.557  0.123
H15 -3.843 6.782 -0.541  0.110
H16 -2.840 8.724 -1.636  0.107
H17 -0.848 9.991 -2.346  0.094
H18 1.422 9.095 -1.874  0.097
H19 1.688 6.978 -0.668  0.120
H20 -0.277 6.844 2.215  0.120
H21 0.558 8.033 4.174  0.099
H22 2.847 7.590 5.037  0.096
H23 4.259 5.889 3.938  0.108
H24 4.557 4.151 2.265  0.117
H25 3.705 2.888 0.338  0.107
H26 1.809 5.093 -3.148  0.112
H27 3.638 5.427 -4.808  0.107
H28 5.721 4.803 -5.755  0.069
H29 5.746 3.053 -5.966  0.079
H30 6.811 3.806 -4.787  0.077
H31 5.591 1.912 -3.351  0.120
H32 3.775 1.572 -1.720  0.123
O3 1.339 1.314 3.484  -0.290
Cl1 1.163 0.425 2.394  0.592
O4 1.789 -0.841 2.566  -0.323
O5 1.736 1.046 1.162  -0.612
O6 -0.265 0.227 2.105  -0.616
F1 -1.171 -1.750 -3.496  -0.066
C44 -1.680 -0.811 -2.615  -0.525
F2 -3.022 -1.198 -2.542  -0.082
F3 -1.808 0.337 -3.478  -0.129
C45 -1.181 -7.498 4.806  -0.228
Si1 -0.621 -5.812 4.136  0.314
C46 1.263 -5.752 4.268  -0.223
C47 -1.295 -4.495 5.302  -0.231
Si2 -1.327 -5.404 1.939  -0.139
Te1 -1.312 -3.010 1.514  0.281
Si3 -3.606 -5.991 1.860  0.305
C48 -4.339 -5.471 0.204  -0.231
C49 -4.512 -5.038 3.217  -0.238
C50 -4.086 -7.815 2.107  -0.228
Si4 -0.135 -6.790 0.472  0.335
C51 -0.569 -6.346 -1.302  -0.216
C52 -0.561 -8.623 0.737  -0.224
C53 1.746 -6.740 0.687  -0.222
H33 -0.818 -7.630 5.831  0.016
H34 -0.807 -8.327 4.203  0.010
H35 -2.270 -7.571 4.821  0.003
H36 1.569 -5.835 5.316  0.019
H37 1.634 -4.804 3.875  0.031
H38 1.742 -6.554 3.705  0.003
H39 -0.952 -4.690 6.323  0.020
H40 -2.385 -4.463 5.297  0.007
H41 -0.948 -3.512 4.983  0.014
H42 -4.061 -4.440 -0.022  0.008
H43 -5.430 -5.548 0.233  0.019
H44 -3.972 -6.098 -0.611  0.013
H45 -4.222 -3.987 3.193  0.008
H46 -4.278 -5.433 4.207  0.008
H47 -5.594 -5.113 3.064  0.018
H48 -3.744 -8.452 1.291  0.001
H49 -5.179 -7.876 2.141  0.017
H50 -3.694 -8.233 3.035  0.003
H51 -1.607 -6.597 -1.525  0.013
H52 0.078 -6.885 -2.000  0.024
H53 -0.447 -5.276 -1.479  0.027
H54 -1.628 -8.831 0.653  -0.002
H55 -0.234 -8.969 1.720  0.011
H56 -0.038 -9.215 -0.022  0.021
H57 2.157 -5.749 0.878  0.007
H58 2.209 -7.126 -0.227  0.023
H59 2.043 -7.386 1.516  0.010

As for the LUMO energy: 3.33 eV. As for the calculated total energy: -5967.00970 a.u. The calculation puts the energy relative to the best compared isomer or geometry (same formula, charge and spin) at 22.43 kcal per mole. The calculation puts the HOMO energy at -1.63 eV. Its charge is -2. The value obtained for the gap between HOMO and LUMO is 4.960 eV.

2.
Formula: C53H62NO8Pd
Source: OMol25
Level of theory: wB97M-V/def2-TZVPD

Last column: Löwdin charge in e.
Positions of all 125 atoms, in Å:
Pd1 2.089 -1.280 -0.021  1.212
C1 1.529 -4.419 -0.240  -0.047
O1 0.768 -3.230 -0.047  -0.206
C2 -0.605 -3.361 -0.034  -0.201
C3 -1.292 -3.391 -1.250  -0.116
C4 -0.578 -3.182 -2.569  -0.068
C5 -0.560 -1.716 -2.945  -0.127
C6 -1.682 -1.136 -3.509  -0.005
C7 -1.769 0.224 -3.804  -0.192
C8 -0.654 0.993 -3.491  -0.010
C9 0.488 0.457 -2.912  -0.162
C10 1.632 1.368 -2.562  -0.068
C11 1.590 2.151 -1.260  -0.101
C12 2.158 3.417 -1.234  0.007
C13 2.409 4.101 -0.046  -0.168
C14 2.140 3.439 1.143  0.018
C15 1.568 2.167 1.174  -0.104
C16 1.586 1.410 2.491  -0.067
C17 0.451 0.479 2.822  -0.155
C18 -0.714 0.989 3.361  -0.020
C19 -1.821 0.193 3.664  -0.192
C20 -1.693 -1.163 3.402  0.002
C21 -0.538 -1.721 2.864  -0.131
C22 -0.525 -3.187 2.489  -0.069
C23 -1.265 -3.395 1.187  -0.113
C24 -2.654 -3.515 1.174  0.022
C25 -3.379 -3.582 -0.006  -0.161
C26 -2.673 -3.516 -1.207  0.012
C27 -4.903 -3.690 -0.034  -0.555
C28 -5.506 -3.745 1.370  -0.068
C29 -5.316 -4.964 -0.785  -0.051
C30 -5.481 -2.465 -0.755  -0.046
C31 0.589 -0.917 2.572  -0.341
O2 1.696 -1.431 2.106  -0.172
C32 -3.097 0.828 4.213  -0.562
C33 -4.199 -0.204 4.452  -0.073
C34 -2.801 1.532 5.544  -0.056
C35 -3.629 1.860 3.206  -0.053
C36 1.196 1.597 -0.040  -0.182
O3 0.574 0.360 -0.034  -0.206
C37 -0.862 0.354 -0.042  0.017
C38 3.019 5.501 -0.096  -0.560
C39 2.092 6.432 -0.889  -0.053
C40 4.389 5.439 -0.787  -0.049
C41 3.215 6.099 1.298  -0.075
C42 0.588 -0.932 -2.642  -0.342
O4 1.663 -1.482 -2.146  -0.178
C43 -3.045 0.798 -4.416  -0.562
C44 -2.942 2.304 -4.657  -0.076
C45 -3.330 0.118 -5.763  -0.056
C46 -4.227 0.549 -3.469  -0.051
H1 0.899 -5.210 -0.651  0.101
H2 1.952 -4.741 0.714  0.096
H3 2.335 -4.186 -0.935  0.087
H4 -1.101 -3.752 -3.341  0.121
H5 0.449 -3.539 -2.513  0.105
H6 -2.530 -1.782 -3.725  0.106
H7 -0.659 2.062 -3.679  0.109
H8 1.765 2.096 -3.367  0.115
H9 2.545 0.764 -2.526  0.127
H10 2.446 3.859 -2.182  0.110
H11 2.402 3.889 2.092  0.102
H12 1.675 2.155 3.286  0.116
H13 2.512 0.825 2.485  0.119
H14 -0.760 2.062 3.533  0.117
H15 -2.520 -1.832 3.610  0.095
H16 -1.016 -3.775 3.269  0.121
H17 0.509 -3.517 2.401  0.108
H18 -3.164 -3.546 2.128  0.100
H19 -3.209 -3.542 -2.149  0.110
H20 -5.144 -4.609 1.931  0.086
H21 -6.593 -3.824 1.296  0.082
H22 -5.275 -2.844 1.942  0.075
H23 -4.920 -5.851 -0.286  0.088
H24 -4.943 -4.960 -1.809  0.075
H25 -6.405 -5.046 -0.822  0.080
H26 -5.189 -1.544 -0.247  0.091
H27 -6.573 -2.517 -0.777  0.083
H28 -5.126 -2.404 -1.784  0.066
H29 -3.892 -0.958 5.179  0.084
H30 -4.473 -0.714 3.526  0.073
H31 -5.092 0.293 4.838  0.080
H32 -2.437 0.815 6.283  0.087
H33 -3.703 2.008 5.938  0.077
H34 -2.037 2.301 5.422  0.074
H35 -3.853 1.380 2.251  0.084
H36 -2.897 2.647 3.019  0.075
H37 -4.544 2.329 3.581  0.078
H38 -1.235 0.866 0.846  0.091
H39 -1.164 -0.692 -0.013  0.101
H40 -1.231 0.817 -0.957  0.092
H41 1.942 6.071 -1.907  0.075
H42 2.519 7.437 -0.943  0.080
H43 1.113 6.499 -0.410  0.089
H44 4.303 5.072 -1.810  0.076
H45 5.062 4.770 -0.247  0.088
H46 4.842 6.433 -0.820  0.080
H47 2.271 6.165 1.841  0.086
H48 3.624 7.108 1.207  0.080
H49 3.913 5.509 1.895  0.084
H50 -2.127 2.546 -5.341  0.083
H51 -2.776 2.848 -3.724  0.084
H52 -3.872 2.670 -5.098  0.079
H53 -2.510 0.292 -6.461  0.087
H54 -4.251 0.510 -6.205  0.078
H55 -3.444 -0.960 -5.644  0.073
H56 -4.050 1.024 -2.502  0.088
H57 -4.372 -0.517 -3.291  0.061
H58 -5.153 0.952 -3.889  0.080
O5 3.915 -0.071 0.428  -0.041
C47 4.626 -1.092 0.223  -0.600
O6 4.145 -2.202 -0.119  -0.044
C48 6.114 -0.970 0.391  -0.108
C49 6.668 0.243 0.787  0.009
C50 8.037 0.364 0.948  0.009
C51 8.824 -0.749 0.701  -0.152
C52 8.301 -1.968 0.302  0.007
C53 6.929 -2.070 0.149  0.006
N1 10.282 -0.633 0.872  -0.355
O7 10.966 -1.611 0.631  0.062
O8 10.734 0.446 1.208  0.063
H59 6.006 1.080 0.963  0.120
H60 8.495 1.291 1.256  0.116
H61 8.960 -2.803 0.122  0.115
H62 6.467 -2.997 -0.159  0.120

As for the LUMO energy (spin up / spin down): 1.34 / 1.34 eV. As for the calculated total energy: -2841.40591 a.u. The calculation puts the energy relative to the best compared isomer or geometry (same formula, charge and spin) at 0.00 kcal per mole. The calculation puts the HOMO energy (spin up / spin down) at -4.45 / -4.39 eV. As for the spin multiplicity: 3. Its charge is -1. As for the expectation value of S²: 2.01. The value obtained for the gap between HOMO and LUMO (spin up / spin down) is 5.783 / 5.732 eV.

> Number 1 is which compound?

C53H59BaClF3NO6S3Si4Te

> The lowest calculated total energy belongs to which entry?

C53H59BaClF3NO6S3Si4Te

> The highest charge belongs to which entry?

C53H62NO8Pd